No. 1
Density functional theory data (ωB97M-V/def2-TZVPD) for C24H72O12S12 as an isolated structure at a distorted geometry.

Properties
Highest occupied orbital energy (eV): -7.21
E_tot (eV): -180606.4818
Energy above the lowest of the compared OMol25 structures with the same formula, charge and spin (eV): 31.8757

Last column: Mulliken charge in e.
Geometry (Å):
C -1.9937 1.4544 2.1738  0.020
S -3.6511 1.2103 2.9038  0.480
O -3.7320 1.8824 4.2561  -0.788
C -4.4699 2.4877 1.7937  -0.953
H -1.9249 2.5139 1.9273  0.945
H -1.9252 0.9698 1.1999  0.327
H -1.1973 1.1699 2.8615  -1.797
H -5.4064 2.6755 2.3189  0.598
H -4.8035 2.1601 0.8091  0.194
H -3.9032 3.4115 1.9105  0.157
C 2.5643 0.2189 2.1538  0.039
S 2.3828 1.8686 2.9807  -0.287
O 2.3005 2.8667 1.8081  -0.395
C 0.5324 1.7461 3.4301  -2.360
H 3.5940 0.1298 1.8075  1.247
H 1.8016 0.1873 1.3758  -1.327
H 2.2299 -0.6802 2.6713  0.161
H 0.2805 2.6537 3.9786  0.556
H 0.3651 0.9940 4.2011  0.786
H -0.0935 1.6333 2.5449  2.121
C -1.1507 -3.1421 -0.9752  -0.299
S -2.1535 -2.6655 0.4272  1.665
O -3.6165 -2.9910 0.1052  -0.952
C -1.5871 -4.0785 1.4862  -1.330
H -0.0925 -2.8826 -0.9428  -0.987
H -1.5514 -2.6138 -1.8403  -1.080
H -1.3965 -4.1671 -1.2525  1.010
H -1.8078 -3.8107 2.5195  0.913
H -0.5175 -4.2560 1.5977  0.189
H -1.9857 -5.0405 1.1640  0.444
C 1.0225 -2.5884 1.9288  0.609
S 0.8495 -4.3094 2.8038  0.389
O 0.0607 -4.1011 4.1158  -0.547
C 2.6420 -4.4424 3.2167  -1.026
H 1.4471 -2.5994 0.9250  -0.124
H 1.5891 -1.8678 2.5184  -0.416
H 0.0276 -2.1529 1.8356  -0.722
H 3.0533 -4.8247 2.2824  0.346
H 2.5263 -5.2144 3.9774  0.478
H 3.1585 -3.5468 3.5621  0.221
C 3.3734 -3.9907 -0.7985  -0.943
S 3.0298 -2.5463 -1.8868  1.521
O 3.8306 -2.6620 -3.1895  -0.927
C 1.3035 -2.8673 -2.3747  -0.281
H 4.4089 -3.9154 -0.4665  0.506
H 3.1697 -5.0086 -1.1307  0.471
H 2.8146 -4.0794 0.1332  -0.152
H 0.9887 -2.3541 -3.2833  -1.422
H 0.5131 -2.4530 -1.7488  1.412
H 1.1644 -3.8982 -2.7005  0.829
C 0.0876 -1.0381 -0.6811  0.786
S -0.8993 -0.2316 0.6319  -0.712
O -0.4723 -0.7873 2.0099  -0.588
C -0.2680 1.5120 0.2092  0.904
H 0.8980 -0.3894 -1.0137  -0.908
H -0.4798 -1.4510 -1.5152  -0.975
H 0.6664 -1.8828 -0.3076  1.398
H -0.7101 2.1188 0.9994  0.709
H -0.6322 1.8569 -0.7585  -0.556
H 0.7920 1.6923 0.3879  -1.431
C 2.9895 0.3556 -2.1521  -0.679
S 3.4565 -0.0915 -0.4379  1.137
O 2.4116 -1.0729 0.0611  -0.218
C 5.0277 -0.9840 -0.6578  -1.155
H 3.9386 0.1124 -2.6298  0.595
H 2.6884 1.3539 -2.4697  0.207
H 2.2723 -0.3488 -2.5735  -0.279
H 5.5409 -0.9659 0.3037  0.448
H 5.5833 -0.5671 -1.4978  0.470
H 5.0023 -2.0532 -0.8684  0.149
C -1.5354 0.3195 5.5519  -0.625
S -1.2053 -1.4492 5.3021  0.418
O -2.0735 -2.1427 6.3323  -0.718
C -1.8641 -1.5349 3.5664  0.082
H -1.4691 0.7446 6.5534  0.577
H -2.4729 0.6615 5.1135  0.175
H -0.8390 0.9316 4.9787  0.038
H -1.3382 -0.7811 2.9804  -0.022
H -2.8909 -1.2336 3.3589  0.962
H -1.6154 -2.4426 3.0165  -1.350
C -3.2969 3.5970 -1.2934  -0.230
S -2.3706 4.3293 0.1972  0.078
O -2.0796 3.0537 1.0242  -0.910
C -0.7829 4.7091 -0.6783  -0.661
H -3.6916 4.4418 -1.8579  0.645
H -4.1666 3.0788 -0.8894  0.323
H -2.9092 2.8100 -1.9402  -0.742
H -0.9334 4.8095 -1.7532  0.642
H -0.2618 3.7635 -0.8279  -0.245
H -0.2140 5.4910 -0.1752  0.512
C -0.8200 1.2407 -3.2464  1.014
S -1.2590 2.2773 -4.6926  0.334
O -0.6999 1.4920 -5.8854  -0.629
C -3.1054 2.1170 -4.4079  -0.424
H 0.2046 0.8722 -3.1970  0.122
H -1.3349 0.2804 -3.2738  -0.233
H -1.1795 1.6021 -2.2829  -0.864
H -3.2953 2.7109 -3.5139  0.146
H -3.2209 1.0729 -4.1170  0.165
H -3.6798 2.4033 -5.2889  0.483
C 2.2243 6.1557 -0.6546  -0.908
S 1.9314 4.9222 0.6678  0.460
O 0.4405 5.0422 0.9743  -0.491
C 2.5137 3.3224 -0.1872  -0.394
H 1.2812 6.2813 -1.1864  0.284
H 2.9856 5.7224 -1.3032  0.310
H 2.4301 7.1777 -0.3364  0.358
H 3.5862 3.3256 0.0072  0.763
H 2.3216 3.4250 -1.2552  0.709
H 1.9347 2.5063 0.2451  -0.043
C -2.3152 -2.5497 -3.8785  -1.089
S -1.2678 -1.0283 -4.0721  0.628
O -0.7229 -0.8296 -2.6569  -0.124
C 0.0163 -1.8108 -5.2028  -1.273
H -2.3485 -3.0723 -4.8345  0.543
H -3.3571 -2.3440 -3.6332  0.394
H -1.9344 -3.2425 -3.1281  0.492
H -0.5394 -2.3670 -5.9577  0.601
H 0.7225 -2.5214 -4.7734  0.496
H 0.5397 -0.9625 -5.6439  0.403

***

No. 2
Density functional theory data (ωB97M-V/def2-TZVPD) for C24H72O12S4 as an isolated structure at a distorted geometry.

Properties
Highest occupied orbital energy (eV): -7.45
E_tot (eV): -93945.6360
Energy above the lowest of the compared OMol25 structures with the same formula, charge and spin (eV): 0.0000

Last column: Mulliken charge in e.
Geometry (Å):
C -33.3028 5.8055 16.2454  -1.291
C -34.6399 5.4473 16.6832  -0.375
O -35.0816 6.1797 17.8105  -0.418
H -33.2486 5.6771 15.2116  0.478
H -32.4456 5.1356 16.7010  -0.021
H -33.0940 6.8298 16.3315  0.498
H -34.9560 4.4614 16.7761  0.511
H -35.3886 5.6381 15.8732  0.392
H -35.9316 5.6806 18.0551  0.266
C -32.0065 -0.4426 20.8062  -1.069
C -31.3710 -0.8705 19.4911  -0.429
O -31.9980 -0.2070 18.3315  -0.599
H -32.1778 0.5452 21.0804  -0.016
H -31.5195 -0.8436 21.7130  0.358
H -33.1024 -0.8373 20.9767  0.322
H -31.3333 -1.8146 19.4421  1.070
H -30.3468 -0.6733 19.5061  0.050
H -32.0698 -0.8072 17.4339  0.319
C -28.6720 -0.6604 16.8606  0.252
C -27.6019 -1.3714 16.0072  -0.992
O -26.7473 -2.1636 16.8230  -0.513
H -29.1854 -1.5869 17.2445  0.136
H -29.3826 -0.1245 16.2451  0.089
H -28.4952 0.0033 17.5778  -0.277
H -27.0828 -0.6071 15.3856  0.320
H -28.0819 -1.9479 15.3939  0.676
H -25.9512 -2.2603 16.2991  0.315
C -29.3955 2.3907 18.2538  -0.290
C -30.6156 3.1428 18.8198  1.739
O -30.1869 4.2087 19.6479  -0.571
H -29.8599 1.5467 17.6741  -0.509
H -28.7756 2.1005 19.0067  0.513
H -28.8170 2.8479 17.4192  0.045
H -30.8089 2.3135 19.7655  -0.340
H -31.3195 3.4969 18.0982  -0.421
H -30.7999 4.2895 20.2663  -0.493
C -28.9848 7.7617 21.2705  -1.214
C -28.6208 6.3065 21.3987  1.251
O -28.3528 6.1392 22.8127  -0.759
H -28.1116 8.4962 21.2910  0.312
H -29.7184 8.0210 22.0680  0.329
H -29.6828 8.0343 20.3438  0.154
H -27.7493 5.8709 20.8008  -0.175
H -29.5953 5.6040 21.2218  -0.259
H -28.1795 5.1872 22.9290  0.493
C -26.1871 4.9689 14.8226  -0.333
C -27.0585 3.7896 14.3636  -0.372
O -27.2015 3.7666 13.0525  -0.472
H -25.2171 4.7474 14.4039  0.429
H -26.1910 4.8024 15.8804  -0.556
H -26.5952 5.9667 14.5631  0.331
H -28.0405 3.6136 14.8944  0.021
H -26.7511 2.9674 14.7516  0.513
H -26.4177 3.6706 12.6901  0.292
C -25.5530 4.8736 18.2090  -1.619
C -26.8747 4.0649 18.5518  1.296
O -28.0870 4.8032 18.6692  -0.456
H -25.5917 5.4572 19.2070  0.438
H -25.6460 5.6100 17.2932  0.478
H -24.6958 4.1273 18.0297  0.218
H -26.4965 3.6035 19.4247  0.024
H -26.9884 3.2021 17.6626  -0.460
H -28.6887 4.3790 19.2444  0.106
C -25.0199 -0.5182 19.7842  -1.397
C -25.9559 0.4996 19.1586  0.177
O -25.4252 1.7447 19.6215  -0.404
H -24.1211 -0.7403 19.4165  0.520
H -25.6527 -1.5690 19.5260  0.218
H -25.0173 -0.4099 20.8232  0.360
H -26.9189 0.3086 19.6479  -0.082
H -26.1100 0.3749 18.1480  0.357
H -24.4676 1.9166 19.3486  0.265
C -27.5962 2.5361 21.8643  -1.072
S -28.4138 2.7648 23.4680  0.157
O -28.5444 4.2738 23.4966  -0.412
C -29.9774 2.2470 22.7682  0.261
H -26.5476 2.9319 21.9727  0.458
H -27.9321 3.1219 20.9779  0.266
H -27.4248 1.5560 21.7528  0.810
H -30.0987 2.8306 21.9627  -0.841
H -30.8839 2.5254 23.5465  0.209
H -30.0161 1.2460 22.6794  0.698
C -30.4253 2.9352 13.9502  -0.790
S -32.1521 2.4460 13.6878  0.456
O -32.0179 1.0138 13.3389  -0.650
C -32.4044 2.2915 15.5120  0.529
H -30.2392 3.2194 12.9688  0.483
H -29.8551 2.1207 14.3625  0.208
H -30.4224 4.0462 14.6504  0.227
H -31.7070 1.6208 15.9257  -0.327
H -33.4108 1.7671 15.7227  0.384
H -32.1746 3.2828 15.9090  -0.482
C -33.7322 2.9286 22.9937  -0.639
S -33.6084 4.4104 21.9529  0.363
O -32.1044 4.7735 21.7843  -0.629
C -34.1316 3.7270 20.4552  0.315
H -34.7031 2.6603 23.1639  0.599
H -33.2821 3.0784 23.9535  0.401
H -32.8602 2.3212 22.6767  -0.432
H -35.0951 3.1415 20.5807  0.540
H -33.4410 2.9729 19.9477  -0.101
H -33.8852 4.5225 19.8513  -0.571
C -34.3191 8.3188 18.9485  -1.611
S -33.0353 7.1396 19.0444  1.066
O -31.9340 7.6901 18.2116  -0.723
C -32.6917 7.4082 20.8103  -1.592
H -34.9913 7.9471 19.5289  0.687
H -34.8065 8.4636 17.9589  0.312
H -34.0841 9.3898 19.1995  0.343
H -32.1230 6.7475 21.3630  0.296
H -33.5127 7.3254 21.4645  0.587
H -32.4537 8.4801 20.8792  0.472